# 1
Computed, not measured: 11 unconnected molecules or ions with the total composition C32H93N15O11 at a distorted geometry, with ωB97M-V/def2-TZVPD.

```
151
C32H93N15O11, DFT ωB97M-V/def2-TZVPD
C 18.06 -3.43 1.91
O 19.00 -4.20 2.04
N 17.30 -3.40 0.83
N 17.79 -2.46 2.70
H 17.45 -4.14 0.16
H 16.73 -2.60 0.60
H 18.08 -2.53 3.67
H 17.00 -1.96 2.31
C 11.55 -2.61 2.35
O 10.83 -1.77 2.87
N 12.36 -3.39 3.03
N 11.48 -3.07 1.13
H 13.05 -4.00 2.62
H 12.45 -3.14 4.01
H 12.01 -3.81 0.70
H 10.63 -2.76 0.66
C 16.00 -10.70 -0.56
O 17.07 -10.53 0.00
N 14.82 -10.42 -0.05
N 15.85 -11.25 -1.72
H 13.99 -10.52 -0.61
H 14.78 -10.00 0.86
H 14.99 -11.54 -2.17
H 16.69 -11.69 -2.06
C 14.93 -1.04 -0.21
O 16.10 -1.04 0.10
N 14.44 -0.83 -1.37
N 14.06 -1.37 0.61
H 14.86 -0.68 -2.28
H 13.50 -1.19 -1.46
H 14.33 -1.57 1.56
H 13.11 -1.48 0.27
C 9.36 -5.23 -4.29
C 8.93 -6.58 -4.76
C 8.13 -6.47 -6.12
O 6.87 -5.93 -5.82
C 5.92 -6.03 -6.92
N 10.12 -7.37 -4.94
H 8.45 -4.79 -3.87
H 9.91 -4.63 -5.02
H 10.09 -5.31 -3.49
H 8.23 -6.94 -4.01
H 8.16 -7.49 -6.53
H 8.49 -5.95 -7.01
H 5.49 -7.02 -7.01
H 6.58 -5.78 -7.75
H 5.17 -5.26 -6.71
H 10.74 -7.16 -5.71
H 9.83 -8.31 -5.14
C 12.17 -8.04 -1.58
C 11.27 -6.89 -1.13
C 11.75 -5.50 -1.47
O 12.64 -4.92 -0.57
C 13.84 -4.69 -1.16
N 10.06 -7.14 -1.81
H 13.23 -7.91 -1.35
H 12.23 -8.14 -2.66
H 11.83 -9.04 -1.29
H 11.05 -6.97 -0.06
H 10.89 -4.83 -1.39
H 11.92 -5.41 -2.54
H 13.94 -4.06 -2.05
H 14.25 -5.66 -1.46
H 14.58 -4.45 -0.40
H 10.10 -6.92 -2.79
H 9.99 -8.15 -1.71
C 14.06 -7.08 1.75
C 14.53 -5.98 2.70
C 15.71 -6.36 3.69
O 15.78 -5.58 4.93
C 17.02 -5.72 5.61
N 14.84 -4.76 2.06
H 14.81 -7.41 1.04
H 13.24 -6.64 1.17
H 13.64 -7.86 2.39
H 13.70 -5.80 3.39
H 16.71 -6.38 3.25
H 15.43 -7.34 4.07
H 17.80 -5.31 4.97
H 17.20 -6.78 5.74
H 16.81 -5.29 6.59
H 15.45 -4.27 2.70
H 15.47 -4.94 1.30
C 16.99 -5.71 -3.15
C 17.24 -6.46 -1.84
C 18.24 -7.53 -1.96
O 17.66 -8.67 -2.66
C 18.54 -9.46 -3.48
N 17.82 -5.45 -1.01
H 16.39 -4.80 -3.12
H 16.55 -6.36 -3.91
H 17.89 -5.28 -3.60
H 16.33 -6.88 -1.41
H 18.30 -8.01 -0.98
H 19.27 -7.45 -2.29
H 18.90 -8.90 -4.34
H 17.94 -10.28 -3.88
H 19.44 -9.84 -3.01
H 18.59 -5.13 -1.58
H 18.19 -5.92 -0.20
C 5.27 -5.98 -0.98
C 5.85 -5.23 0.28
C 7.36 -5.52 0.32
O 8.01 -4.90 1.42
C 9.05 -5.64 2.02
N 5.57 -3.81 0.25
H 4.24 -5.83 -1.31
H 5.51 -7.04 -0.83
H 5.93 -5.66 -1.78
H 5.48 -5.66 1.21
H 7.97 -5.17 -0.52
H 7.63 -6.58 0.34
H 9.62 -6.18 1.26
H 8.61 -6.38 2.68
H 9.74 -5.00 2.56
H 6.43 -3.47 0.68
H 4.83 -3.74 0.94
C 12.97 -2.75 -5.33
C 13.58 -1.66 -4.45
C 15.14 -1.78 -4.40
O 15.77 -0.58 -4.01
C 17.03 -0.77 -3.34
N 13.28 -0.37 -4.98
H 11.92 -2.57 -5.57
H 13.16 -3.73 -4.90
H 13.55 -2.80 -6.26
H 13.19 -1.78 -3.44
H 15.57 -1.90 -5.40
H 15.42 -2.60 -3.73
H 17.02 -1.63 -2.67
H 17.42 0.14 -2.89
H 17.76 -1.05 -4.11
H 13.67 0.00 -5.84
H 13.59 0.34 -4.34
C 7.25 -10.11 -4.73
C 8.00 -10.62 -3.43
C 7.31 -10.13 -2.09
O 8.19 -10.55 -1.03
C 7.88 -10.06 0.29
N 8.00 -12.06 -3.43
H 7.70 -10.63 -5.57
H 7.32 -9.02 -4.76
H 6.21 -10.43 -4.69
H 8.99 -10.17 -3.46
H 6.28 -10.44 -1.87
H 7.15 -9.06 -2.09
H 8.55 -9.27 0.61
H 7.89 -10.88 1.01
H 6.90 -9.59 0.41
H 7.14 -12.58 -3.39
H 8.59 -12.47 -2.73
```

As for the charge: +1. The value obtained for the HOMO energy (spin up / spin down) is -10.5 / -10.5 eV. The calculation puts the lowest unoccupied orbital energy (spin up / spin down) at -2.1 / -8.1 eV. The value obtained for the HOMO-LUMO gap (spin up / spin down) is 8.4 / 2.3 eV. The molecular weight is 864.19 g/mol. As for the spin multiplicity: 2.

=====

# 2
Computed, not measured: a single C2H4N2O2 molecule at a distorted geometry, with ωB97M-V/def2-TZVPD.

```
10
C2H4N2O2, DFT ωB97M-V/def2-TZVPD
C -0.78 1.00 0.08
N 0.42 1.38 -0.04
O 1.34 0.31 -0.21
C 0.83 -0.88 0.34
O -0.40 -1.25 -0.32
N -1.34 -0.24 -0.07
H -1.52 1.78 0.32
H 0.59 -0.73 1.39
H 1.54 -1.69 0.19
H -2.06 -0.58 0.60
```

The value obtained for the HOMO energy is -9.3 eV. The calculation puts the lowest unoccupied orbital energy at 0.7 eV. The value obtained for the HOMO-LUMO gap is 10.0 eV. The molecular weight is 88.07 g/mol.

=====

# 3
Computed, not measured: 3 unconnected molecules or ions with the total composition C5H12O2 at a distorted geometry, with ωB97M-V/def2-TZVPD.

```
19
C5H12O2, DFT ωB97M-V/def2-TZVPD
C 2.04 0.69 0.83
C 1.33 -0.36 0.00
C 1.38 -0.29 -1.39
C 0.24 -2.59 0.11
C 0.65 -1.41 0.67
H 2.12 1.60 0.23
H 2.99 0.30 1.17
H 1.44 0.96 1.69
H 1.56 0.69 -1.81
H 1.15 -1.11 -2.03
H 0.41 -2.78 -0.95
H -0.30 -3.33 0.68
H 0.52 -1.34 1.74
H -1.54 -0.15 1.01
H -2.96 0.05 0.47
O -2.03 0.07 0.21
H -1.86 2.38 0.13
H -2.74 2.34 -1.10
O -2.34 2.96 -0.47
```

As for the charge: +1. The value obtained for the HOMO energy (spin up / spin down) is -13.9 / -13.9 eV. The calculation puts the lowest unoccupied orbital energy (spin up / spin down) at -5.8 / -8.0 eV. The value obtained for the HOMO-LUMO gap (spin up / spin down) is 8.1 / 5.8 eV. The molecular weight is 104.15 g/mol. As for the spin multiplicity: 2.

=====

How do the records compare in energy relative to the best compared isomer or geometry (same formula, charge and spin)? In the order shown, they have 13.4; 116.6; 9.6 kcal/mol.